(1)
The following is a DFT calculation (wB97M-V/def2-TZVPD) of a structure of composition C20H27ClNNiO2P.

Values from the calculation:
- <S²> = 2.011
- Kohn-Sham gap (alpha / beta) (eV) = 7.42 / 6.93
- charge = 0
- E_LUMO (alpha / beta) (Ha) = -0.0076 / -0.0520
- energy relative to the best compared isomer or geometry (same formula, charge and spin) (eV) = 0.000
- largest force on an atom (hartree/bohr) = 0.07534
- 2S+1 = 3

The geometry in XYZ format:
```
53
Properties=species:S:1:pos:R:3:mulliken_spin:R:1
C -3.2203 0.3792 -2.9716 -0.016
C -2.5395 -0.8095 -2.7485 0.018
C -1.4724 -0.8741 -1.8348 -0.141
C -1.1026 0.2690 -1.1254 0.366
C -1.8313 1.4477 -1.3048 -0.135
C -2.8914 1.5098 -2.2256 0.014
C -0.7470 -2.1831 -1.6739 0.020
C 0.7431 -2.0053 -1.3492 0.054
N 1.5502 -1.9608 -2.5209 0.028
Ni 0.3659 0.3482 0.2220 1.479
C -1.3506 2.6520 -0.5431 0.009
P 0.4609 2.3741 -0.3042 0.167
H -2.7711 -1.7179 -3.3028 0.001
H -3.3918 2.4669 -2.3780 0.000
H -3.9878 0.4295 -3.7413 0.000
H -1.7567 2.7120 0.4769 -0.007
H -1.4870 3.5910 -1.0847 -0.001
H -1.1693 -2.7303 -0.8176 -0.002
H -0.8772 -2.7842 -2.5846 0.000
H 0.8747 -1.0686 -0.7295 0.009
C 1.0417 3.7941 0.6127 0.029
C 1.0609 2.6542 -1.9887 0.003
H 1.0860 -2.8693 -0.7594 0.001
C 1.4002 -0.8323 -3.3953 -0.001
C 2.9181 -2.3683 -2.3298 -0.001
H 1.0522 0.6651 1.7418 0.016
H 2.0040 -1.0270 -4.2912 0.000
H 0.3504 -0.6912 -3.6771 0.001
H 1.7709 0.1134 -2.9488 0.002
H 3.4027 -2.4512 -3.3101 0.000
H 3.4935 -1.6486 -1.7138 0.000
H 2.9292 -3.3423 -1.8228 0.000
H 0.8069 3.6834 -2.2701 0.001
H 2.1465 2.5051 -1.9594 0.003
H 0.6012 1.9522 -2.6942 -0.001
H 0.7555 4.7101 0.0819 0.006
H 0.6152 3.7748 1.6210 -0.001
H 2.1315 3.7006 0.6597 -0.001
H 1.6370 0.2398 1.3101 0.026
Cl -0.9327 0.3042 7.5105 0.000
C -0.6293 -0.3406 5.9460 -0.001
C 0.6762 -0.6803 5.5754 0.002
C 0.9013 -1.2299 4.3211 -0.003
C -0.1814 -1.4415 3.4866 0.014
C -1.4911 -1.0298 3.8002 -0.001
C -1.7239 -0.5068 5.0680 -0.001
C 0.1127 -1.9856 2.1142 -0.015
O 0.9750 -2.8502 1.9626 0.008
O -0.6746 -1.4435 1.2325 0.051
H 1.4947 -0.5195 6.2661 0.000
H 1.8844 -1.5299 3.9743 0.001
H -2.2870 -1.1398 3.0563 -0.003
H -2.7271 -0.2144 5.3614 0.000
```

=====

(2)
The following is a DFT calculation (wB97M-V/def2-TZVPD) of an isolated molecule of C5H9N3.

Values from the calculation:
- Kohn-Sham gap (eV) = 8.99
- charge = 0
- E_LUMO (Ha) = 0.0179
- energy relative to the best compared isomer or geometry (same formula, charge and spin) (eV) = 3.595
- largest force on an atom (hartree/bohr) = 0.03546

The geometry in XYZ format:
```
17
Properties=species:S:1:pos:R:3:mulliken_charge:R:1
C 2.9033 -0.8476 -0.0478 -0.338
N 1.7249 -0.3384 0.0415 -0.119
N 1.7180 1.0640 0.0833 -0.457
C 0.5459 1.5647 -0.0761 -0.168
N -0.6725 0.8948 -0.0694 -0.101
C -1.1414 -0.0237 -1.0632 -0.346
C -1.9952 -0.7634 0.0297 -0.564
C -1.1842 0.0763 1.0640 -0.348
H 3.7844 -0.1620 -0.0381 0.302
H 3.0544 -1.9254 0.1072 0.253
H 0.5550 2.6710 -0.1388 0.369
H -0.3333 -0.6062 -1.5771 0.236
H -1.7505 0.4875 -1.8076 0.277
H -1.9801 -1.8710 0.0730 0.279
H -3.0840 -0.4366 -0.0061 0.228
H -0.4082 -0.4788 1.6098 0.229
H -1.7365 0.6949 1.8158 0.268
```

=====

(3)
The following is a DFT calculation (wB97M-V/def2-TZVPD) of a structure of composition C30H34N7PSY.

Values from the calculation:
- Kohn-Sham gap (eV) = 8.55
- charge = +1
- E_LUMO (Ha) = -0.0943
- energy relative to the best compared isomer or geometry (same formula, charge and spin) (eV) = 0.815
- largest force on an atom (hartree/bohr) = 0.04573

The geometry in XYZ format:
```
74
Properties=species:S:1:pos:R:3:mulliken_charge:R:1
Y -18.4283 9.9553 1.5823 -0.228
C -21.2022 10.3655 5.6051 -0.669
C -20.7792 9.1960 5.0085 -0.809
C -20.9392 9.0779 3.6095 -0.013
C -21.5234 10.0352 2.7897 0.400
C -21.9371 11.2013 3.4448 -0.843
C -21.8269 11.3200 4.7830 -0.573
P -21.3263 10.1212 0.9549 1.129
C -22.9397 10.6957 0.3309 0.664
C -23.0158 11.5628 -0.8089 -0.585
C -24.2364 11.9569 -1.3080 -0.659
C -25.4124 11.5115 -0.7713 -0.448
C -25.3930 10.6799 0.3407 -0.787
C -24.1510 10.3088 0.9100 -0.329
C -20.9676 8.3847 0.5841 0.892
C -21.9815 7.4484 0.5836 -0.448
C -21.7224 6.1263 0.3287 -0.852
C -20.3757 5.7298 0.0898 -0.721
C -19.4022 6.7093 0.1223 -0.356
C -19.6213 8.0807 0.3828 0.043
H -21.1495 10.4563 6.6545 0.534
H -20.3422 8.3364 5.5139 0.477
H -20.5845 8.1684 3.1152 0.359
H -22.4416 11.9967 2.8509 0.449
H -22.3520 12.1731 5.2336 0.377
H -22.1221 11.8235 -1.3972 0.325
H -24.3218 12.5682 -2.1846 0.402
H -26.3463 11.7863 -1.2256 0.408
H -26.2575 10.3241 0.8713 0.407
H -24.1611 9.6183 1.7199 0.433
H -23.0072 7.7227 0.7938 0.264
H -22.4857 5.3782 0.3685 0.444
H -20.1033 4.6657 -0.0799 0.360
H -18.4311 6.2775 -0.0536 0.344
C -17.5419 12.7327 2.6590 -0.395
C -16.3850 11.8528 2.3924 1.198
C -15.0883 12.6669 2.7448 -1.699
C -16.4996 11.2352 0.9776 -1.592
H -18.1013 11.8036 4.4458 0.274
H -18.5289 12.5544 0.8816 0.389
H -17.2945 13.7739 2.4485 0.417
H -16.4545 11.0319 3.1500 0.124
H -14.8118 13.2106 1.8564 0.407
H -14.2649 11.9376 2.8956 0.391
H -15.2428 13.2511 3.6856 0.410
H -15.5149 10.7796 0.7567 0.394
H -16.6058 12.0486 0.2505 0.425
N -18.7321 14.7179 5.0114 -0.775
N -19.1168 13.4715 4.3826 0.425
N -19.9400 13.8086 3.3048 -0.539
C -19.8282 13.2136 2.2197 -0.538
N -18.7316 12.3317 1.8764 -0.088
N -17.9305 12.7322 4.0602 -0.133
H -19.0645 14.6655 5.9771 0.247
H -19.3239 15.4338 4.5493 0.309
H -20.5920 13.3354 1.4632 0.543
N -16.5647 7.7167 0.8288 -0.184
C -16.1766 7.5267 2.1104 1.074
S -17.1665 8.1434 3.3034 -0.254
N -14.9778 7.0026 2.4061 -0.178
C -14.5164 6.5636 3.7306 0.002
C -13.4177 7.2243 4.2285 -0.500
C -12.9793 6.8996 5.5150 -0.464
C -13.6477 5.9562 6.2695 -0.538
C -14.7088 5.2513 5.6876 -0.376
C -15.1461 5.5250 4.4112 -0.170
H -17.5372 8.0126 0.6025 -0.424
H -15.9448 7.4631 0.0894 0.191
H -14.4289 6.6428 1.6671 0.255
H -12.9280 8.0132 3.6662 0.430
H -12.0945 7.3325 6.0072 0.335
H -13.2833 5.6967 7.2480 0.409
H -15.1748 4.4313 6.2669 0.328
H -15.8824 4.8799 3.9618 0.475
```

=====

> The highest energy relative to the best compared isomer or geometry (same formula, charge and spin) belongs to which entry?

C5H9N3

=====

> Look up the charge of the first one.

0